[1]
Below is a 5-piece molecular cluster, C50H59F11NO10SSi2 overall in a non-equilibrium geometry, with properties calculated with ωB97M-V/def2-TZVPD.

Structure (XYZ):
```
134
C50H59F11NO10SSi2 ωB97M-V/def2-TZVPD
C 3.2283 2.6851 0.9334
Si 2.8590 1.1069 1.9918
C 4.3297 0.9043 3.2224
C 1.2240 1.4549 2.9708
O 2.7129 -0.2361 0.8271
C 2.2227 -1.3686 1.6276
C 0.6630 -1.7917 1.3592
C -0.0365 -1.0145 0.0674
C 0.4921 -1.7929 -1.2752
N -0.3413 -1.5558 -2.5147
C -1.8074 -1.5653 -2.1462
C -2.2390 -0.5959 -0.9124
C -2.1400 1.0030 -1.1418
C -1.6082 1.5433 -2.5764
C -0.0295 2.0782 -2.4316
C 0.3056 3.2155 -3.5903
C 0.1350 4.7704 -3.0594
F -1.0676 4.7177 -2.1401
F -0.3118 5.7159 -4.1513
C 1.3491 5.3364 -2.1380
F 0.9956 6.7658 -1.7976
F 1.4392 4.6491 -0.7954
S 3.0552 5.3422 -2.8584
F 3.6662 5.6540 -1.2493
F 2.9138 7.0793 -3.0099
F 2.5506 5.2382 -4.4843
F 3.3028 3.6580 -2.6793
F 4.6709 5.4612 -3.4277
C -3.8393 -0.9263 -0.5525
F -4.1132 -2.3918 -0.4535
F -4.7499 -0.4038 -1.6064
C -4.1441 -0.2977 0.9566
C -5.6624 0.2926 1.1366
Si -5.8924 2.1380 0.6433
C -7.5870 2.7026 1.4596
C -6.1274 2.4315 -1.2663
C -4.5350 3.3387 1.2907
C -4.5020 4.8781 0.6391
C -3.3920 6.0213 1.0614
C -2.2306 5.6291 2.1960
C -2.2325 4.1173 2.9107
C -3.4016 3.0215 2.4312
O -1.4880 -1.0736 0.2954
H 2.6998 3.6036 1.4584
H 2.6718 2.5131 -0.1079
H 4.3648 2.8740 0.7176
H 4.6262 1.9398 3.7233
H 4.1219 0.1391 4.1091
H 5.2772 0.5625 2.6125
H 1.3065 0.9550 4.0391
H 1.0906 2.6149 3.1626
H 0.2541 1.0050 2.4608
H 2.3081 -1.1228 2.7920
H 2.9202 -2.2987 1.4517
H 0.6680 -2.9476 1.0642
H -0.0360 -1.7023 2.2962
H 0.2723 0.1099 -0.0292
H 1.6001 -1.4712 -1.5052
H 0.5277 -2.9754 -1.1168
H -0.0664 -0.7277 -3.0868
H -0.1881 -2.4026 -3.1412
H -2.4215 -1.2075 -3.1009
H -2.1052 -2.7126 -2.0067
H -1.4355 1.4406 -0.2832
H -3.1981 1.5200 -0.9447
H -2.2244 2.5391 -2.8142
H -1.7751 0.8495 -3.5005
H 0.1527 2.5025 -1.3309
H 0.7572 1.2244 -2.5764
H 1.3206 3.0163 -4.1621
H -0.5448 3.0708 -4.4159
H -3.3322 0.4641 1.3202
H -4.0626 -1.2307 1.6972
H -6.4148 -0.3371 0.4719
H -6.0340 0.1865 2.2596
H -7.9005 3.7421 0.9886
H -7.4771 2.7802 2.6221
H -8.4436 1.9407 1.1330
H -6.5657 3.5353 -1.3761
H -5.0488 2.3944 -1.7542
H -6.8682 1.6283 -1.7448
H -5.3284 5.1382 -0.1573
H -3.4491 7.0875 0.5461
H -1.4169 6.4517 2.4627
H -1.3993 3.8503 3.7228
H -3.3496 1.9570 2.9345
C 6.5193 -3.5364 5.5389
C 7.8252 -3.8044 5.4430
C 8.6585 -3.1882 4.3918
O 9.8534 -3.4344 4.3021
C 7.9936 -2.2636 3.4522
C 6.6877 -1.9956 3.5481
C 5.8544 -2.6118 4.5993
O 4.6595 -2.3656 4.6890
H 5.8936 -3.9804 6.3034
H 8.3277 -4.4798 6.1250
H 8.6193 -1.8196 2.6877
H 6.1851 -1.3202 2.8661
C -2.4283 -1.1488 -7.1181
C -3.4224 -1.0239 -8.0027
C -4.3116 0.1545 -7.9945
O -5.2230 0.2687 -8.8025
C -4.0588 1.1896 -6.9725
C -3.0647 1.0647 -6.0879
C -2.1755 -0.1137 -6.0961
O -1.2642 -0.2279 -5.2881
H -1.7675 -2.0070 -7.1099
H -3.6202 -1.7740 -8.7589
H -4.7197 2.0478 -6.9807
H -2.8669 1.8148 -5.3316
C 1.4750 -7.1714 -4.0100
C 0.4609 -6.4490 -4.4959
C 0.4674 -4.9745 -4.4244
O -0.4613 -4.3126 -4.8671
C 1.6379 -4.3296 -3.7969
C 2.6520 -5.0520 -3.3110
C 2.6455 -6.5265 -3.3825
O 3.5742 -7.1884 -2.9398
H 1.4857 -8.2536 -4.0538
H -0.4044 -6.9071 -4.9598
H 1.6272 -3.2474 -3.7532
H 3.5173 -4.5939 -2.8471
C 0.8193 -4.5427 8.6087
C 2.1252 -4.8107 8.5129
C 2.9585 -4.1944 7.4617
O 4.1534 -4.4407 7.3720
C 2.2936 -3.2698 6.5221
C 0.9877 -3.0018 6.6179
C 0.1544 -3.6181 7.6691
O -1.0405 -3.3718 7.7588
H 0.1936 -4.9867 9.3733
H 2.6277 -5.4860 9.1948
H 2.9193 -2.8258 5.7575
H 0.4851 -2.3264 5.9360
```

Its HOMO-LUMO gap is 5.98 eV. As for the total charge: +1. The calculation puts the total energy at -131226.31320 eV. The lowest unoccupied orbital energy is -0.1608 Ha.

These are the Löwdin partial charges, in e, on atoms 1 to 8:
1. C -0.20
2. Si 0.47
3. C -0.20
4. C -0.19
5. O -0.29
6. C -0.25
7. C -0.08
8. C -0.24

---

[2]
Below is a 3-piece molecular cluster, C50H62ClN4O6P2S2 overall in a non-equilibrium geometry, with properties calculated with ωB97M-V/def2-TZVPD.

Structure (XYZ):
```
127
C50H62ClN4O6P2S2 ωB97M-V/def2-TZVPD
C -6.1964 2.9127 4.4261
C -4.6592 2.6449 4.8635
C -3.8255 3.9738 5.2333
C -4.0217 5.1902 4.1527
C -2.7114 6.1620 4.1255
C -1.9497 6.1434 2.6727
C -0.5223 5.3312 2.7729
C -0.2193 4.3426 1.5800
N -0.3008 2.8497 1.7696
Cl -1.7400 2.7841 2.8087
C 0.7324 2.2437 2.7463
S 2.1305 3.2894 3.3707
C 1.4792 0.8840 2.1736
C 1.9779 -0.2301 3.2161
S 1.7431 0.1810 5.0253
C 3.4404 0.6741 5.6445
C 4.5249 -0.5499 5.5192
P 3.1920 1.4388 1.4574
N 3.8279 0.3900 0.4014
C 0.2571 0.5431 1.1113
C 0.8333 -0.5402 0.0667
N -0.0766 -1.6064 -0.3931
C 0.5353 -2.5292 -1.3904
P -0.9849 -0.5773 2.0893
O -1.1486 -0.1956 3.5776
C -0.3679 1.9606 0.4982
C -1.8861 1.9107 -0.0243
C -2.2434 1.4906 -1.5129
C -2.6491 2.8408 -2.3680
C -1.2353 0.6714 -2.4246
N 0.7532 2.3672 -0.3778
C 0.5159 3.2242 -1.3147
O 0.3523 4.3058 -1.9471
H -6.7015 3.7706 4.9953
H -6.7792 1.9267 4.6385
H -6.2554 3.0445 3.2717
H -4.6676 1.9759 5.8017
H -4.1739 2.0375 4.0112
H -4.1238 4.3204 6.2879
H -2.7005 3.7142 5.2635
H -4.9720 5.7563 4.5182
H -4.2927 4.7933 3.0998
H -1.9987 5.9644 5.0074
H -3.1252 7.2393 4.2844
H -2.6346 5.5392 1.9587
H -1.8061 7.2385 2.3485
H -0.3264 4.9380 3.8515
H 0.2602 6.1972 2.6792
H -0.9425 4.6011 0.7015
H 0.8385 4.5824 1.1525
H 0.1301 2.0654 3.7254
H 1.7118 4.1888 4.3486
H 1.5364 -1.2895 3.0674
H 3.1272 -0.4035 3.1124
H 3.8518 1.5232 4.9728
H 3.4057 1.1046 6.7152
H 4.8866 -0.5306 4.4167
H 5.4504 -0.3465 6.1692
H 4.0571 -1.5803 5.7051
H 4.1813 1.5101 2.5237
H 3.0908 2.6960 0.7292
H 3.9598 0.8566 -0.5140
H 1.3579 -0.0904 -0.8677
H 1.6997 -1.0896 0.6265
H -1.0342 -1.3250 -0.6181
H 1.4682 -2.9991 -0.8699
H -0.1492 -3.4353 -1.6343
H 0.9369 -2.0044 -2.3325
H -2.2471 -0.7160 1.3738
H -0.4618 -1.9375 2.1346
H -2.2915 3.0010 0.0959
H -2.5874 1.2839 0.6649
H -3.2441 0.8905 -1.4947
H -3.2383 3.6026 -1.7454
H -1.7656 3.2738 -2.9572
H -3.3970 2.4478 -3.1728
H -1.3403 1.0630 -3.5184
H -0.1213 0.7132 -2.1815
H -1.6073 -0.4316 -2.4826
C -4.0186 -3.3768 -6.2205
C -4.0642 -3.9959 -7.4679
C -3.6590 -3.3033 -8.6047
C -3.2178 -1.9832 -8.4982
C -3.1952 -1.3555 -7.2528
C -3.5859 -2.0591 -6.1112
C -2.7766 0.0590 -7.1333
O -2.7531 0.6082 -6.0423
C -2.3956 0.8001 -8.3555
C -2.0538 2.1514 -8.2662
C -1.6812 2.8529 -9.4091
C -1.6395 2.2061 -10.6426
C -1.9847 0.8615 -10.7365
C -2.3728 0.1586 -9.5939
C -2.7721 -1.2610 -9.7102
O -2.7403 -1.8268 -10.7899
H -4.3262 -3.9209 -5.3325
H -4.4139 -5.0201 -7.5541
H -3.6921 -3.7932 -9.5735
H -3.5579 -1.5805 -5.1367
H -2.0808 2.6616 -7.3077
H -1.4209 3.9047 -9.3382
H -1.3419 2.7518 -11.5328
H -1.9548 0.3644 -11.7017
C 3.5185 -9.4012 1.8073
C 4.7710 -9.5843 2.3899
C 5.5429 -8.4819 2.7439
C 5.0683 -7.1912 2.5046
C 3.8247 -7.0082 1.8989
C 3.0449 -8.1165 1.5608
C 3.3319 -5.6466 1.5948
O 2.2423 -5.4846 1.0680
C 4.1832 -4.4840 1.9307
C 3.7567 -3.1971 1.5974
C 4.5433 -2.0953 1.9205
C 5.7550 -2.2751 2.5861
C 6.1864 -3.5567 2.9150
C 5.4046 -4.6645 2.5787
C 5.8883 -6.0251 2.9007
O 6.9503 -6.1838 3.4793
H 2.9129 -10.2618 1.5397
H 5.1453 -10.5873 2.5704
H 6.5160 -8.6314 3.2024
H 2.0703 -7.9807 1.1014
H 2.8119 -3.0497 1.0813
H 4.2080 -1.0930 1.6531
H 6.3663 -1.4155 2.8446
H 7.1337 -3.6904 3.4292
```

Its HOMO-LUMO gap is 7.00 eV. As for the total charge: +1. The calculation puts the total energy at -123855.19968 eV. The lowest unoccupied orbital energy is -0.1476 Ha.

These are the Löwdin partial charges, in e, on atoms 1 to 8:
1. C -0.14
2. C -0.27
3. C -0.24
4. C -0.21
5. C -0.20
6. C -0.18
7. C -0.23
8. C -0.24